{"formula": "CH4Cl2O2Si", "method": "ωB97M-V/def2-TZVPD", "symbols": ["H", "Cl", "H", "Cl", "O", "Si", "C", "O", "H", "H"], "positions_angstrom": [[-1.68821, 0.45399, -2.14812], [2.28099, -0.60241, 0.33684], [-0.55488, 1.55411, -1.06424], [-0.34727, -2.25985, 1.30697], [-0.25039, 0.71061, 2.22014], [-0.57019, -0.40376, 1.23932], [-0.81096, 0.54613, -1.40461], [-1.11593, -0.20417, -0.21937], [0.10389, 0.17301, -1.75388], [2.95295, 0.03233, 1.48696]], "lowdin_charge": [0.12, 0.24, 0.09, 0.55, -0.34, -0.30, -0.08, -0.31, 0.04, -0.02], "e_lumo_ev": -0.1, "e_tot_ev": -38120.805, "gap_ev": 10.220, "smiles": "CO[Si](=O)Cl.Cl"}